(1)
{"formula": "N2O3", "method": "ωB97M-V/def2-TZVPD", "elements": ["O", "O", "O", "N", "N"], "xyz": [[-1.156, 0.721, 0.350], [0.083, 0.316, -1.413], [1.754, -0.514, 0.761], [0.036, -0.757, 0.615], [-0.301, 0.131, -0.324]], "atomic_forces_ev_per_a": [[-0.049, 0.433, -0.265], [0.305, -0.207, -0.711], [-7.763, -0.875, -0.607], [8.489, -0.751, 1.398], [-0.981, 1.400, 0.185]], "mulliken_charge": [-0.408, -0.444, -0.240, -0.075, 1.167], "total_charge": 0, "homo_ev": [-11.86, -11.84], "orbital_gap_ev": [7.862, 7.787], "energy_ha": -334.84588, "e_above_lowest_ev": 5.307, "multiplicity": 1}



(2)
{"formula": "C5H4Cl2O", "method": "ωB97M-V/def2-TZVPD", "elements": ["H", "C", "C", "H", "H", "C", "C", "O", "Cl", "Cl", "H", "C"], "xyz": [[-0.968, -0.237, -2.817], [-0.446, 1.034, -1.085], [-0.068, 0.620, 0.347], [0.799, 1.209, 0.680], [-0.896, 0.952, 1.122], [-0.045, -0.859, 0.144], [0.428, -1.787, 0.976], [-0.369, -1.208, -1.111], [0.897, -1.674, 2.687], [-0.442, 2.677, -1.628], [0.619, -2.811, 0.551], [-0.591, -0.090, -1.825]], "atomic_forces_ev_per_a": [[0.235, 0.042, -0.307], [0.252, -1.032, -0.271], [-2.493, 2.073, 0.326], [0.252, -0.973, -0.021], [1.290, -0.683, -1.517], [1.925, 0.291, 2.739], [0.430, -1.947, -0.237], [-0.319, -1.392, -0.647], [-0.443, 0.479, -1.458], [-0.239, -0.544, 0.166], [-0.487, 1.147, 0.735], [-0.403, 2.539, 0.492]], "mulliken_charge": [0.447, 0.100, -0.306, 0.301, 0.220, 0.395, -0.406, -0.405, -0.184, -0.192, 0.318, -0.288], "total_charge": 0, "homo_ev": -8.39, "orbital_gap_ev": 9.187, "energy_ha": -1188.48469, "e_above_lowest_ev": 0.688, "multiplicity": 1, "smiles": "Cl/C=C1\\CC(Cl)=CO1"}



(3)
{"formula": "C4H11N2O", "method": "ωB97M-V/def2-TZVPD", "elements": ["H", "N", "H", "O", "H", "N", "H", "C", "H", "H", "H", "H", "C", "C", "H", "H", "H", "C"], "xyz": [[3.724, 0.477, 1.858], [-3.411, 1.408, 0.465], [-5.803, -1.635, -1.212], [2.909, 0.306, -1.163], [2.282, -0.170, 1.258], [4.295, -1.226, 0.094], [-5.802, 0.197, -1.091], [3.128, 0.439, 0.940], [2.679, 1.437, 0.940], [-4.786, -1.584, 1.187], [-3.252, 1.865, 1.364], [4.849, 0.563, -0.724], [-4.846, -0.746, 0.495], [3.923, 0.012, -0.443], [-3.307, 1.965, -0.385], [4.716, -1.848, -0.614], [-4.099, 0.171, 0.610], [-5.480, -0.751, -0.667]], "atomic_forces_ev_per_a": [[1.013, -0.593, -0.670], [1.980, -2.400, 0.998], [0.249, -0.278, 0.202], [0.339, -0.952, -1.495], [0.273, -0.721, -0.835], [2.470, 0.998, -1.338], [0.113, -0.061, -0.316], [-1.614, 2.463, 2.512], [0.327, 0.073, -0.868], [0.309, 0.672, 0.869], [-0.947, 0.286, -0.016], [0.167, 0.496, 1.003], [-1.430, -1.504, -2.199], [-1.236, -1.153, 2.062], [-1.578, 0.117, -0.086], [-1.752, -0.605, -0.357], [1.629, 2.215, -0.308], [-0.312, 0.950, 0.844]], "mulliken_charge": [0.368, -0.380, 0.281, -0.461, 0.328, -0.459, 0.264, -1.074, 0.340, 0.345, 0.317, 0.327, -0.358, 0.385, 0.274, 0.245, 0.584, -0.326], "total_charge": 1, "homo_ev": -10.95, "orbital_gap_ev": 1.390, "energy_ha": -342.98680, "e_above_lowest_ev": 15.711, "multiplicity": 1}



(4)
{"formula": "C9H25N7O18S", "method": "ωB97M-V/def2-TZVPD", "elements": ["H", "H", "C", "H", "S", "O", "H", "H", "O", "O", "N", "O", "O", "O", "H", "O", "C", "O", "N", "C", "N", "H", "H", "H", "C", "H", "H", "O", "N", "O", "O", "H", "H", "N", "N", "N", "O", "H", "C", "H", "H", "O", "C", "O", "H", "C", "O", "H", "O", "O", "C", "H", "H", "C", "H", "H", "H", "H", "O", "H"], "xyz": [[-7.167, -10.789, 19.177], [-14.812, -6.295, 18.541], [-7.722, -9.988, 18.689], [-13.315, -7.183, 18.058], [-10.696, -6.666, 11.191], [-13.886, -9.306, 18.888], [-8.737, -10.288, 18.951], [-3.117, -5.242, 7.629], [-2.258, -5.898, 9.942], [-2.184, -7.708, 8.801], [-2.643, -6.595, 9.017], [-9.916, -7.900, 11.384], [-6.778, -8.697, 16.989], [-8.978, -3.815, 19.457], [-11.008, -4.940, 14.162], [-11.743, -6.701, 10.168], [-12.908, 3.206, 14.525], [-7.931, -10.497, 16.526], [-13.753, -13.631, 13.600], [-3.726, -5.941, 8.202], [-10.165, -6.836, 4.689], [-12.404, -12.411, 13.255], [-4.430, -5.412, 8.844], [-13.428, -11.576, 14.333], [-10.431, -5.462, 13.400], [-13.429, 4.015, 14.013], [-9.707, -6.192, 13.762], [-10.953, 2.078, 14.591], [-11.460, 3.218, 14.637], [-14.468, -13.305, 12.713], [-15.749, -8.380, 19.571], [-10.382, -3.685, 12.197], [-14.873, -7.253, 17.070], [-7.377, -9.710, 17.281], [-14.708, -8.411, 18.874], [-8.981, -2.633, 19.942], [-10.789, 4.243, 14.665], [-8.801, -4.165, 12.642], [-14.405, -7.180, 18.052], [-13.244, 2.334, 13.964], [-4.129, -6.801, 7.667], [-9.660, -5.316, 11.188], [-12.945, -12.543, 14.192], [-13.658, -14.806, 14.051], [-7.489, -9.058, 19.206], [-11.209, -6.890, 3.638], [-9.944, -5.748, 5.309], [-10.633, -6.923, 2.714], [-11.377, -6.193, 12.604], [-8.317, -1.693, 19.426], [-9.771, -4.573, 12.358], [-11.830, -5.995, 3.671], [-10.445, -2.042, 21.142], [-9.429, -2.391, 21.324], [-8.868, -1.558, 21.749], [-9.262, -3.276, 21.938], [-12.308, -12.803, 15.038], [-13.292, 3.107, 15.540], [-9.723, -7.891, 5.024], [-11.740, -7.830, 3.792]], "atomic_forces_ev_per_a": [[0.694, 0.044, -0.730], [0.022, -0.342, 0.201], [0.746, 0.921, 2.387], [-0.192, 0.306, -0.540], [-0.234, -1.229, 0.435], [-0.515, 0.416, -0.267], [-0.281, 0.345, -1.234], [-0.592, -0.032, -0.467], [0.107, 0.057, -0.074], [-0.967, 0.837, -0.760], [0.557, 0.080, 1.981], [-1.215, 3.001, -0.336], [0.119, -0.722, 0.093], [-0.944, 3.532, 1.491], [0.338, -0.103, -0.040], [2.395, 0.886, 2.015], [-2.126, -0.264, 0.129], [0.906, 0.373, -0.672], [-0.555, -2.818, 3.177], [0.954, -1.295, -0.241], [-0.815, 2.800, 2.730], [1.154, 0.668, 0.486], [0.274, -0.314, 0.020], [-0.778, -0.604, 0.065], [0.386, -0.536, -0.752], [0.955, 0.658, 0.322], [-0.043, 0.159, 0.565], [-0.714, 1.640, 0.481], [2.611, -1.266, -1.481], [-0.979, 0.282, -1.452], [1.929, -0.214, -1.543], [-0.334, -0.040, -0.284], [0.283, -0.347, 0.063], [-2.182, -0.794, -0.025], [-1.788, 0.440, 1.648], [4.598, -1.425, -2.156], [-1.337, -0.662, 0.310], [0.205, -0.545, 0.055], [0.272, -0.259, 0.430], [0.620, -0.228, 0.268], [-0.344, 0.662, -0.459], [-0.883, -2.399, -1.595], [1.288, 0.309, -1.089], [0.196, 2.595, -0.860], [-0.021, -0.164, 0.182], [0.397, 0.372, -0.508], [-0.401, -2.294, -2.098], [-0.297, -0.052, -0.154], [-0.250, -0.723, -1.155], [-2.285, -2.013, 0.750], [-0.352, 1.527, 1.104], [0.148, -0.229, 0.123], [-0.284, -0.423, 0.833], [-0.571, 0.453, -0.129], [0.070, -0.101, -0.419], [-0.597, -0.030, -0.372], [-0.315, -0.428, -0.330], [-0.016, 0.121, -0.032], [0.984, -0.882, -0.006], [-0.001, 0.291, -0.081]], "mulliken_charge": [0.287, 0.288, -0.739, 0.300, 1.076, -0.500, 0.288, 0.263, -0.504, -0.519, 0.811, -0.515, -0.503, -0.466, 0.278, -0.510, -0.716, -0.502, 0.824, -0.602, 0.826, 0.308, 0.263, 0.280, -0.306, 0.300, 0.290, -0.482, 0.800, -0.498, -0.502, 0.281, 0.268, 0.852, 0.825, 0.744, -0.495, 0.299, -0.680, 0.307, 0.288, -0.305, -0.692, -0.520, 0.318, -0.700, -0.517, 0.280, -0.310, -0.457, -0.278, 0.289, 0.290, -0.719, 0.316, 0.292, 0.298, 0.287, -0.481, 0.303], "total_charge": 0, "homo_ev": -10.81, "orbital_gap_ev": 10.101, "energy_ha": -2492.90378, "e_above_lowest_ev": 2.594, "multiplicity": 1, "smiles": "C[N+](=O)[O-].C[N+](=O)[O-].C[N+](=O)[O-].C[N+](=O)[O-].C[N+](=O)[O-].C[N+](=O)[O-].C[N+](=O)[O-].O=S1(=O)OCCO1"}